[1]
Formula: C13H21BCl2FIO2P
Source: OMol25
Level of theory: the ωB97M-V functional and the def2-TZVPD basis

Geometry as XYZ:
```
42
Properties=species:S:1:pos:R:3:forces:R:3:mulliken_charge:R:1
C -0.067084 1.358531 3.514249 -0.4512 0.1371 0.5706 -0.58
O -1.358515 1.716906 2.942287 0.7926 -0.4791 0.1709 -0.32
B -1.678441 1.176900 1.761406 -0.1271 0.8947 0.2166 0.42
O -1.739463 1.879967 0.619357 0.6041 -0.6796 -0.9704 -0.45
P -2.220974 -0.705895 1.601320 -0.3373 -0.3577 0.3023 -0.01
C -0.895020 -1.755915 0.948497 0.2712 0.2514 -0.4934 -0.48
C -0.904369 -1.656725 -0.578495 0.0333 0.0545 0.1622 -0.89
C 0.351498 -2.272351 -1.158555 0.3948 0.0604 -0.2526 -1.11
I 1.818874 -0.766872 -1.612126 -0.1660 -0.1459 0.2206 0.08
C -3.034646 -1.257670 3.173163 0.1261 -0.0215 -0.1273 -0.03
Cl -4.726040 -1.684048 2.836559 -0.0793 0.0136 -0.0473 -0.09
C -2.336102 -2.369709 3.946465 -0.4703 -0.5632 0.1311 -0.08
C -2.551244 -3.774333 3.415656 -0.2237 0.3757 0.0592 -1.38
Cl -0.613061 -1.983171 4.178056 0.1553 0.2077 -0.1258 -0.12
H -0.229823 0.965510 4.507460 -0.0538 -0.1319 0.1796 0.23
H 0.447273 0.611669 2.920079 0.1385 -0.0615 -0.1622 0.29
H 0.523959 2.258869 3.602617 0.1216 0.1851 -0.2081 0.29
H -0.871421 2.233758 0.348211 -0.6070 0.5099 0.1110 0.34
H -3.235402 -0.714122 0.637111 0.0016 -0.1211 0.0477 0.15
H 0.058676 -1.371972 1.299136 0.1022 0.0819 0.2798 0.36
H -0.959525 -2.790068 1.259373 -0.2202 -0.0990 0.2542 0.59
H -0.935659 -0.613840 -0.873335 -0.2758 0.2181 -0.1542 0.44
H -1.789579 -2.144454 -0.974260 -0.1748 -0.1172 -0.1021 0.39
H 0.837583 -2.974015 -0.493755 0.0373 -0.0940 0.1832 0.43
H 0.154765 -2.787516 -2.083791 -0.0328 -0.0251 -0.3185 0.49
H -3.078259 -0.384714 3.811249 0.1192 0.3239 0.0449 0.41
H -2.767053 -2.358266 4.938091 0.0126 0.1756 0.3206 0.49
H -1.893346 -4.454826 3.937916 0.1953 -0.2096 -0.1325 0.39
H -2.468299 -3.842392 2.337424 0.2970 -0.1605 -0.1521 0.30
H -3.571227 -4.040242 3.657900 -0.2244 -0.2259 0.0299 0.47
F 2.973233 2.593332 -1.876507 -0.0383 -0.0297 0.0543 -0.32
C 3.143370 2.739268 -3.212928 0.0343 0.0389 -0.2510 0.53
C 3.510195 1.639536 -3.958683 0.0230 -0.1890 0.1061 -0.42
C 3.677918 1.781122 -5.327772 -0.0282 0.1243 -0.0147 -0.49
C 3.487207 3.018684 -5.925916 -0.0043 0.0094 -0.0482 -0.50
C 3.122487 4.114040 -5.154619 0.0221 -0.1178 -0.0225 -0.32
C 2.942986 3.977274 -3.785772 -0.0658 0.1610 0.1341 -0.44
H 3.663348 0.686741 -3.469857 0.0623 0.0063 -0.0332 0.38
H 3.958363 0.925461 -5.926559 0.0203 -0.0128 0.0149 0.36
H 3.622900 3.129204 -6.993005 0.0025 0.0073 -0.0007 0.38
H 2.977444 5.079534 -5.619322 -0.0123 0.0131 0.0103 0.36
H 2.652474 4.816810 -3.168327 0.0257 -0.0082 0.0128 0.41
```
Positions in Å, forces in eV/Å.

strongest force on any atom = 1.3 eV Å⁻¹
frontier orbital gap = 7.49 eV
calculated total energy = -63740.1125 eV
multiplicity = 1
HOMO energy = -11.1 eV
total charge = +1

---

[2]
Formula: C13H21BHfN6O
Source: OMol25
Level of theory: the ωB97M-V functional and the def2-TZVPD basis

Geometry as XYZ:
```
43
Properties=species:S:1:pos:R:3:forces:R:3:mulliken_charge:R:1
H 0.532404 3.117178 0.641178 -0.0130 0.1067 -0.6565 0.43
N 0.105185 1.631092 -0.811405 0.4990 0.5438 -0.4111 -0.27
B -0.243847 0.230018 -2.891827 -0.5526 0.0715 0.2191 0.18
N 0.090518 1.623078 -2.212629 -0.0945 -1.3221 1.4407 -0.06
C 0.389472 2.839169 -2.640688 0.1834 0.1711 -0.4712 0.02
Hf 0.013238 -0.040910 0.536645 0.0808 0.3001 -2.5780 1.58
H 0.453685 3.078691 -3.707613 -0.0977 -0.2636 0.5286 0.48
C 0.622665 3.676661 -1.554479 -0.1312 -0.1763 0.6555 -1.08
H 0.887699 4.707373 -1.565120 0.0899 0.4303 -0.1239 0.45
C 0.439826 2.892164 -0.430112 0.0717 -0.0777 -0.1683 0.02
H -0.193724 0.306053 -4.068963 0.1099 0.0300 -0.1785 -0.03
C -1.411153 -1.648529 1.583669 -1.5815 -1.0027 2.1377 -0.98
H -1.324816 -1.994635 2.631682 -0.6757 -0.0138 -0.1828 0.46
H -0.699835 -2.447491 1.201143 0.6515 2.0330 -0.4812 0.37
H -2.315405 -2.020140 1.108329 -0.3011 0.1940 0.3821 0.37
N -1.710576 -0.129711 -2.434954 0.6700 0.1955 -0.1585 0.14
N 0.800442 -0.885927 -2.397053 -0.5687 0.5497 1.3264 -0.07
N -1.972817 -0.287347 -1.096824 -0.7423 -0.7395 -0.0280 -0.13
N 0.963380 -1.197481 -1.027678 -0.3211 0.4103 -0.5245 -0.05
C -2.831160 -0.295498 -3.187508 0.0938 -0.1742 0.6290 0.02
C 1.595998 -1.689841 -3.087967 0.0794 -0.1122 -0.7031 0.08
H -2.812403 -0.231614 -4.299492 0.0730 0.0252 1.2302 0.42
H 1.597546 -1.677801 -4.192611 0.0344 0.1709 0.8696 0.45
C -3.889058 -0.598446 -2.305287 0.5558 0.0032 -0.5823 -1.09
C 2.313227 -2.528964 -2.224985 -0.9121 0.6434 -0.0111 -1.10
C -3.305575 -0.619193 -1.043665 0.6721 0.1595 0.5163 -0.13
C 1.854777 -2.206409 -0.972089 0.6271 -0.8459 1.0820 -0.04
H -4.926076 -0.802625 -2.578878 0.5361 0.0848 0.2136 0.40
H 3.012127 -3.266299 -2.503244 0.5540 -0.6516 -0.1715 0.46
H -3.774632 -0.901008 -0.087394 0.2475 0.4375 -0.6636 0.43
H 2.095074 -2.710614 0.002661 -0.1311 0.7813 -1.1289 0.39
H -1.638073 -0.522045 1.882057 0.9063 -1.8261 -0.9247 0.29
C 2.669626 0.357524 3.879623 0.3114 0.7944 -0.2044 -1.53
C 1.245769 0.009044 3.597304 -0.2534 -0.6338 0.3595 0.80
C 0.241255 0.777566 4.425241 -0.0444 0.3802 0.1809 -1.26
O 0.945601 0.195977 2.176608 -0.6652 -0.3628 -0.7821 -0.84
H 2.883263 1.416452 3.697236 -0.1443 -0.0827 0.1208 0.34
H 3.357194 -0.210628 3.269458 0.1364 -0.3060 -0.1006 0.39
H 2.857416 0.140202 4.922717 0.1911 -0.0189 0.2376 0.44
H 1.151958 -1.063945 3.832135 -0.2542 0.1274 -0.4856 0.17
H 0.434855 1.842754 4.335158 0.0562 0.2075 0.0870 0.35
H -0.788486 0.624017 4.108145 -0.1270 -0.2448 -0.1108 0.31
H 0.283450 0.512096 5.491462 0.1803 0.0035 -0.3854 0.40
```
Positions in Å, forces in eV/Å.

strongest force on any atom = 2.8 eV Å⁻¹
frontier orbital gap = 7.61 eV
calculated total energy = -26780.2923 eV
multiplicity = 1
HOMO energy = -15.5 eV
energy relative to the best compared isomer or geometry (same formula, charge and spin) = 0.000 eV
total charge = +2

---

[3]
Formula: C13H21BO21S4
Source: OMol25
Level of theory: the ωB97M-V functional and the def2-TZVPD basis

Geometry as XYZ:
```
60
Properties=species:S:1:pos:R:3:forces:R:3:mulliken_charge:R:1
C -1.297657 -3.909803 0.636362 0.9184 -0.9587 1.5366 -0.49
O -1.364999 -2.723840 -0.234322 -3.6056 -1.3634 -1.5491 -0.23
B -2.577035 -2.736125 -1.087520 2.9656 0.4406 -1.0933 0.25
O -2.407731 -2.210412 -2.487736 -1.1420 0.6402 4.3498 -0.45
C -4.023719 -3.251211 -0.499134 -3.2490 2.3117 1.7465 0.59
C -4.937634 -2.228749 0.079698 1.6746 -5.3095 -1.4712 -0.45
C -6.209819 -3.134892 0.582391 -4.3349 2.9637 2.2196 0.37
O -7.374617 -2.662664 1.034394 7.7798 -3.6440 -2.9809 -0.52
O -5.892026 -4.590972 0.526629 1.6352 2.5136 -2.5537 -0.25
C -4.721380 -4.731556 -0.401804 1.8212 -3.3634 -2.6918 0.51
O -4.338142 -5.853264 -1.068881 -3.0844 7.9434 5.2160 -0.51
H -0.281863 -3.881755 1.258094 -2.8052 0.2965 -1.7524 0.24
H -2.155283 -3.973605 1.442773 1.3362 0.2430 -1.8265 0.26
H -1.267121 -4.879566 -0.025737 -0.1757 1.8218 1.3756 0.24
H -2.534346 -1.205025 -2.383108 0.3124 -1.8299 -0.6920 0.33
H -4.733493 -1.077131 0.129280 -0.8933 -2.5883 0.0454 0.33
C 4.144618 -3.059266 0.482868 0.1829 0.6142 0.6818 0.39
C 4.812532 -4.047600 1.435132 0.5725 0.1593 -0.5706 -0.42
O 3.757342 -4.882145 1.907244 -1.0605 0.1501 -0.5333 -0.33
S 2.637769 -5.037030 0.731237 0.3637 -0.1829 -0.2787 1.05
O 2.885404 -6.279053 0.033250 -0.7314 1.5939 0.8836 -0.55
O 1.348232 -4.685435 1.278848 2.1444 -1.0548 -0.5117 -0.57
O 3.152345 -3.811739 -0.213099 -0.3147 -1.3090 0.4165 -0.30
H 3.640575 -2.259387 1.034849 0.2798 -0.3454 -0.2228 -0.24
H 4.855545 -2.621191 -0.222786 -0.2229 -0.2407 -0.0562 0.32
H 5.312650 -3.549387 2.269061 -0.3203 -0.1506 -0.0001 0.32
H 5.532203 -4.680473 0.905156 -0.0030 0.0875 0.0453 0.32
C -0.884508 1.757145 -5.855566 0.6485 -0.1420 -0.4776 -0.35
C -0.744169 0.238982 -5.783426 -0.5675 0.0652 -0.5965 -0.31
O -0.487969 -0.047288 -4.410404 -0.2167 1.0652 0.8774 -0.26
S -1.257865 1.054803 -3.486779 0.6070 0.0401 -0.2919 1.06
O -2.510316 0.480163 -3.048278 1.2870 1.0850 -0.1323 -0.67
O -0.299127 1.639336 -2.578183 -1.4564 -0.9394 -0.8665 -0.49
O -1.578593 2.132685 -4.667118 -0.1858 -0.9419 0.9349 -0.29
H 0.095781 2.244473 -5.845894 -0.0844 -0.0596 -0.0417 0.30
H -1.441072 2.078712 -6.739933 -0.0825 -0.0032 0.3417 0.30
H 0.066771 -0.134741 -6.413090 -0.0157 0.0221 0.3611 0.31
H -1.679718 -0.256976 -6.062901 0.1055 0.0602 -0.0516 0.29
C 2.425116 2.338711 1.191754 0.0057 0.2528 -0.8042 -0.18
C 1.262038 1.535108 0.616262 -0.3366 0.8171 0.1043 -0.20
O 1.553068 0.176391 0.935588 1.1261 -0.3129 0.8693 -0.20
S 2.361271 0.126288 2.351471 -0.7877 0.2846 0.1902 1.11
O 1.410916 -0.158010 3.403674 1.6415 0.1590 -1.2172 -0.58
O 3.573554 -0.635087 2.158915 -1.3901 0.8171 0.5562 -0.62
O 2.748530 1.707993 2.429814 -0.4419 -1.1763 0.2426 -0.33
H 3.303589 2.281970 0.540899 -0.0970 0.0137 0.0053 0.31
H 2.161589 3.387080 1.355311 0.0442 -0.2931 0.1601 0.13
H 1.160732 1.664180 -0.463945 0.0634 -0.2775 0.1908 0.27
H 0.318813 1.802145 1.104473 0.0880 0.0566 -0.0863 0.24
C 0.283583 7.619136 3.423768 -0.3864 0.0485 0.6506 -0.33
C 0.470573 6.200761 3.955716 0.6546 0.3375 0.2548 -0.29
O -0.183156 5.358110 3.009483 -0.3037 0.5334 -0.9850 -0.29
S -0.056974 6.027800 1.527586 -0.3779 0.0450 -0.1851 1.12
O 1.054377 5.404446 0.843878 -1.4362 0.7504 0.5416 -0.55
O -1.379720 6.123337 0.955207 1.9188 -0.3962 0.5787 -0.54
O 0.410027 7.514514 2.006637 0.0617 -1.1357 -0.3503 -0.31
H -0.719360 7.995649 3.649358 0.1045 -0.0386 0.0337 0.29
H 1.029578 8.311473 3.823063 -0.0475 -0.1374 -0.3044 0.30
H 0.040150 6.069174 4.951302 -0.1103 -0.1228 -0.3088 0.31
H 1.530139 5.924817 3.978219 -0.0764 0.0845 0.0739 0.27
```
Positions in Å, forces in eV/Å.

strongest force on any atom = 10.0 eV Å⁻¹
frontier orbital gap = 9.05 eV
calculated total energy = -100828.9053 eV
multiplicity = 1
HOMO energy = -10.4 eV